(1)
ORCA calculation (the ωB97M-V functional and the def2-TZVPD basis) on a molecular structure, C36H40MnO3P2S at a distorted geometry.

Positions of all 83 atoms, in Å:
Mn: -0.6548 -0.6471 0.7118
C: -1.7656 -2.4651 -1.0042
C: -0.8703 -2.1094 -1.9174
C: -1.3789 -1.6977 -3.3137
C: -2.5068 -0.6523 -3.3289
C: -2.7614 0.0915 -2.0227
C: -3.5771 -0.3760 -1.0474
C: -4.1885 -1.7602 -1.0339
C: -3.1716 -2.8577 -1.3577
C: 0.7733 2.0165 1.7681
H: -1.5169 -2.8457 -0.0088
H: 0.1705 -2.5549 -2.0456
H: -1.7199 -2.6313 -3.8678
H: -0.5471 -1.2862 -3.9351
H: -2.1948 0.0920 -4.0489
H: -3.4176 -1.0996 -3.7797
H: -2.6143 1.1927 -2.1274
H: -4.1693 0.3323 -0.4723
H: -5.0247 -1.8327 -1.7542
H: -4.6440 -1.9762 -0.0601
H: -3.4237 -3.7424 -0.7785
H: -3.3194 -3.1569 -2.4202
H: 0.6024 0.9924 2.2553
H: 0.7204 2.9413 2.3985
H: 1.7047 2.1173 1.1965
P: 1.1819 -1.3421 -0.7489
P: -0.6829 2.1490 0.7423
C: 0.4112 0.1940 -1.3052
C: -0.2970 1.2696 -0.7155
C: 2.7716 -1.3548 -1.5224
C: 2.7656 -1.4568 -2.9365
C: 3.9912 -1.5904 -3.5852
C: 5.1841 -1.4554 -2.8644
C: 5.1862 -1.2336 -1.4909
C: 3.9786 -1.1343 -0.8136
C: 0.8607 -2.7270 0.3983
C: -0.1234 -2.6156 1.4550
C: -0.3264 -3.7026 2.3080
C: 0.4315 -4.8570 2.1465
C: 1.3938 -4.9561 1.1344
C: 1.6256 -3.8939 0.2631
C: -0.4940 3.8190 0.2392
C: 0.6923 4.1163 -0.4616
C: 0.9182 5.4408 -0.8291
C: -0.0558 6.3998 -0.5259
C: -1.2860 6.0428 0.0512
C: -1.5307 4.7225 0.4206
C: -2.0150 1.9095 1.9210
C: -1.8794 1.8649 3.3418
C: -2.9906 1.5420 4.1381
C: -4.1983 1.1662 3.5090
C: -4.3438 1.2614 2.1140
C: -3.2741 1.7106 1.3359
H: 0.3976 0.2552 -2.4191
H: -0.7475 1.9644 -1.4502
H: 1.7996 -1.4901 -3.4720
H: 4.0030 -1.7722 -4.6616
H: 6.1298 -1.5748 -3.3518
H: 6.0883 -1.1115 -0.8932
H: 3.8705 -0.9030 0.2525
H: -1.1063 -1.9675 1.5602
H: -1.1079 -3.6501 3.0661
H: 0.2510 -5.7176 2.7766
H: 2.0050 -5.8460 0.9975
H: 2.3807 -3.8863 -0.5301
H: 1.3896 3.3247 -0.7822
H: 1.8368 5.7164 -1.3462
H: 0.1139 7.4407 -0.7619
H: -2.0872 6.7622 0.2341
H: -2.4977 4.3338 0.7623
H: -0.9095 2.1213 3.7982
H: -2.8971 1.5272 5.2402
H: -5.0480 0.8697 4.1269
H: -5.2816 0.9514 1.6437
H: -3.3986 1.9290 0.2671
C: 5.3274 -0.0137 2.5116
S: 3.7566 0.8462 2.2965
O: 3.3281 1.1794 3.6559
O: 4.1114 1.9834 1.4303
O: 2.8140 -0.0734 1.5849
H: 6.0030 0.5517 3.1567
H: 5.8687 -0.1628 1.5805
H: 5.2065 -0.9610 3.0016

Cartesian forces, eV/Å:
Mn -0.420 0.952 -0.712
C -0.645 -1.887 1.204
C 0.523 -2.318 -3.893
C 0.567 -0.677 -0.409
C 0.264 -0.090 0.072
C -2.219 0.402 -0.431
C -1.023 0.447 -1.590
C -0.193 -0.022 0.124
C -0.756 0.689 -0.638
C -0.787 -0.349 0.972
H 0.149 -0.246 -1.216
H -2.114 0.586 0.390
H 0.448 0.932 0.715
H -0.345 -0.486 0.627
H -0.071 0.319 -0.194
H 0.197 0.254 0.725
H 0.049 -1.059 0.534
H 0.724 -0.089 0.286
H 0.221 0.295 0.180
H 0.127 0.281 0.000
H 0.087 -0.139 0.085
H 0.572 0.245 0.590
H 1.236 1.613 0.140
H 0.117 -1.277 0.327
H -0.390 -0.531 0.094
P 1.908 2.817 1.569
P 3.347 -0.906 -0.177
C 0.339 -1.040 -0.467
C -1.025 1.214 0.178
C 0.912 0.317 -0.681
C 0.281 -0.606 0.805
C -0.079 0.491 -0.130
C -0.274 -0.391 0.212
C -0.504 0.294 0.237
C -0.981 -0.699 -0.253
C -0.852 1.146 0.511
C 0.577 -1.110 -0.260
C 0.240 0.235 -0.407
C 0.308 -0.402 -0.244
C 0.158 0.436 -0.086
C -0.134 0.594 0.168
C -0.714 0.255 -1.162
C -0.131 0.438 -0.136
C -0.349 -0.180 0.267
C -0.575 -0.162 0.268
C -0.100 0.145 0.048
C 0.589 0.105 -0.313
C -1.201 0.230 0.536
C 0.009 0.063 -0.409
C 0.110 -0.276 -0.512
C 0.380 0.438 -0.053
C 0.135 0.029 0.404
C -0.195 -0.067 0.447
H -0.022 -0.171 0.828
H 0.014 -0.872 -0.032
H 0.703 -0.160 0.188
H 0.141 0.139 0.292
H 0.313 0.001 -0.401
H 0.038 -0.014 -0.471
H 0.262 -0.256 -0.506
H 0.252 -0.318 0.845
H 0.206 -0.029 -0.156
H 0.036 0.067 0.106
H -0.294 0.017 0.202
H -0.222 -0.394 0.368
H -0.354 0.437 0.540
H -0.262 -0.027 0.144
H 0.049 0.032 -0.099
H 0.453 0.065 -0.246
H 0.417 0.582 0.182
H -0.630 -0.294 -0.214
H -0.083 0.017 -0.837
H 0.261 -0.024 -0.238
H 0.252 0.331 0.183
H 0.088 -0.368 0.487
C 0.432 0.084 0.108
S 0.023 0.148 -0.459
O 0.060 -0.134 -0.753
O -0.382 -0.427 0.610
O 0.893 0.440 1.182
H -0.384 0.379 -0.050
H -0.332 0.049 -0.295
H -0.428 -0.552 0.149

Computed properties:
2S+1 = 6
highest occupied orbital energy (alpha / beta) = -5.384 / -6.002 eV
E = -104843.6299 eV
<S²> = 8.82
charge = 0
HOMO-LUMO gap (alpha / beta) = 5.21 / 5.51 eV


(2)
ORCA calculation (the ωB97M-V functional and the def2-TZVPD basis) on a molecular structure, C36H40N2O3S4SiTc at a distorted geometry.

Positions of all 87 atoms, in Å:
Tc: 0.2024 -0.1508 0.4481
S: 1.1301 -1.5780 2.0506
C: 1.2444 -3.1530 1.4148
C: 2.3565 -3.9414 1.7537
C: 2.5843 -5.1196 1.0349
C: 1.8788 -5.3937 -0.0969
C: 0.7255 -4.6645 -0.4176
C: 0.3397 -3.6160 0.3987
S: -0.9816 -2.5436 -0.0003
H: 3.1226 -3.5990 2.4226
H: 3.4764 -5.6715 1.3070
H: 2.2750 -6.1622 -0.7896
H: 0.1509 -4.9979 -1.2722
C: 2.5822 -2.2540 -4.7959
C: 3.2742 -1.1760 -3.9197
N: 2.5029 0.0340 -3.6998
C: 2.7097 1.1370 -4.7211
C: 1.6183 1.2361 -5.7803
C: 1.5076 0.1551 -2.7878
S: 1.3066 -1.0686 -1.5338
N: 0.7841 1.2570 -2.8122
C: -0.2880 1.5532 -2.0854
O: -0.8396 0.9436 -1.1222
C: -1.0202 2.7526 -2.5787
C: -0.4553 3.5865 -3.5852
C: -1.2210 4.6034 -4.1683
C: -2.4504 4.9929 -3.6603
C: -3.0679 4.1510 -2.7823
C: -2.3740 3.0397 -2.2488
H: 3.3200 -2.9862 -5.1445
H: 2.2880 -1.8098 -5.7478
H: 1.7062 -2.7196 -4.2746
H: 4.1763 -0.9433 -4.4489
H: 3.4691 -1.5335 -2.9844
H: 3.7154 0.8494 -5.1093
H: 2.7605 2.0748 -4.1569
H: 1.0740 0.2757 -5.8633
H: 2.0472 1.5576 -6.7246
H: 0.9154 1.9748 -5.4283
H: 0.6263 3.4726 -3.8855
H: -0.8355 5.1695 -4.9910
H: -3.0181 5.8330 -4.0392
H: -4.1263 4.2480 -2.5584
H: -2.9530 2.4090 -1.5625
O: 1.0860 1.9592 7.8739
C: 0.0808 2.6701 7.2128
O: -0.3660 3.7103 7.6172
C: -0.3460 2.0822 5.8778
C: -0.0927 0.7491 5.4934
C: -0.5194 0.3392 4.2297
C: -1.0666 1.2296 3.2648
S: -1.6472 0.8031 1.6841
C: -1.3558 2.5492 3.7009
C: -0.9717 2.9488 4.9692
H: 1.4476 1.3191 7.1920
H: 0.4801 0.0432 6.0948
H: -0.3931 -0.7163 4.0195
H: -1.8137 3.2224 3.0277
H: -1.0904 3.9518 5.3080
C: -4.8483 -4.1459 2.3519
Si: -3.7828 -3.7254 0.7630
C: -3.4390 -5.0979 -0.3680
C: -4.9426 -2.4390 -0.0970
C: -2.1242 -3.0805 1.3734
H: -5.6736 -4.7671 2.0917
H: -5.1671 -3.1979 2.7850
H: -4.2401 -4.6651 3.0846
H: -2.8243 -5.8815 0.1029
H: -2.8673 -4.7842 -1.2638
H: -4.3643 -5.5706 -0.7252
H: -5.9624 -2.8257 -0.3109
H: -4.6088 -2.2106 -1.0791
H: -5.1059 -1.4845 0.4429
H: -1.5872 -3.9332 1.8352
H: -2.3130 -2.2915 2.0997
C: 1.2223 1.2034 0.8648
C: 2.0137 2.2544 1.2425
C: 2.6762 2.2502 2.4718
C: 3.2826 3.4673 2.9918
C: 3.3827 4.5680 2.1576
C: 2.7761 4.5732 0.9150
C: 2.1388 3.4459 0.4221
H: 2.7739 1.3625 3.1081
H: 3.5429 3.5154 4.0136
H: 3.9083 5.5016 2.4867
H: 2.8806 5.3665 0.1368
H: 1.5815 3.5069 -0.5157

Cartesian forces, eV/Å:
Tc 0.761 3.281 -1.195
S 0.400 0.256 1.632
C 0.442 -0.486 -0.812
C -0.954 -0.861 -0.867
C 1.086 1.212 0.978
C -0.480 -1.060 -1.336
C 0.291 -0.683 0.354
C 1.675 0.482 0.222
S -1.623 -0.278 0.282
H -0.096 0.214 0.464
H -0.005 -0.218 -0.221
H -0.619 0.338 0.520
H -0.147 0.378 -0.075
C -0.306 0.223 0.220
C -1.561 -0.019 -2.000
N -0.648 1.224 -1.237
C 0.526 -1.295 1.121
C 0.018 -0.518 0.435
C -0.021 -0.904 2.036
S 1.148 -0.540 -0.909
N 0.451 1.019 -0.817
C -0.939 -1.052 0.890
O 0.392 0.455 -0.800
C -1.118 1.562 -1.238
C 0.370 -0.071 0.097
C 0.792 0.377 0.667
C -0.340 -0.457 -0.829
C 0.237 -1.554 1.070
C 0.029 -0.050 0.153
H -0.113 -0.244 0.641
H -0.470 0.212 0.113
H 0.841 0.327 -0.562
H 0.651 0.512 0.068
H 0.827 -1.341 2.449
H -0.798 0.697 -0.075
H 0.227 -0.176 -0.189
H 0.373 0.505 -0.245
H -0.105 -0.099 -0.241
H -0.406 0.129 -0.158
H -1.533 -0.150 0.272
H 0.520 0.285 -0.229
H 0.245 0.077 -0.277
H 0.210 0.238 0.285
H 0.650 0.024 -0.234
O -0.376 -0.102 -1.475
C 0.271 -0.475 -1.273
O 0.480 -0.549 0.667
C 0.606 -0.196 0.450
C -0.335 1.024 -0.821
C 0.274 -0.039 -0.007
C -0.856 0.166 1.383
S -0.067 -0.589 0.040
C 1.235 -1.223 0.916
C 0.150 -0.651 0.193
H -0.627 0.982 1.249
H -0.450 0.025 0.122
H 0.022 0.195 -0.460
H -0.360 0.631 -0.608
H -0.322 0.639 0.073
C 1.767 0.402 -0.877
Si -1.551 1.561 1.263
C 0.271 -1.376 -1.113
C -0.477 -0.273 0.622
C 0.021 -0.229 -0.433
H -0.837 -0.368 -0.148
H -0.155 -0.046 -0.037
H 0.068 -0.154 0.243
H -0.212 0.183 -0.003
H -0.311 0.086 0.452
H 0.164 0.027 0.049
H 0.469 -0.230 0.522
H 0.710 0.488 -0.948
H 0.372 -0.533 -0.117
H -0.372 0.527 0.027
H 0.475 0.227 0.044
C -2.107 -4.130 -1.414
C 1.927 3.121 0.261
C 0.987 1.732 1.417
C -1.318 -1.654 -2.316
C 0.473 1.361 0.977
C 0.216 -0.470 -2.304
C -0.944 -0.793 1.232
H -0.616 0.232 -0.402
H 0.723 -0.094 0.829
H -0.595 -0.990 -0.126
H -0.008 -0.200 1.251
H 0.335 -0.216 0.174

Computed properties:
highest occupied orbital energy = -3.573 eV
E = -100523.9008 eV
charge = -1
HOMO-LUMO gap = 5.86 eV
energy above the lowest of the compared OMol25 structures with the same formula, charge and spin = 0.0 kcal/mol


(3)
ORCA calculation (the ωB97M-V functional and the def2-TZVPD basis) on a molecular structure, C36H40O3OsP2S at a distorted geometry.

Positions of all 83 atoms, in Å:
Os: 0.1646 1.0946 -1.0827
C: 0.7363 2.7984 -1.8243
C: -0.1331 3.0291 -0.6747
C: -1.5838 3.3529 -0.8542
C: -2.3368 2.3466 -1.7458
C: -1.6759 0.9984 -1.9242
C: -0.6656 0.6747 -2.8653
C: -0.0832 1.5991 -3.8496
C: 0.3142 2.9686 -3.2665
C: -0.5285 -1.9713 1.2000
H: 1.7806 3.0683 -1.6779
H: 0.3571 3.3486 0.2512
H: -1.6413 4.3520 -1.3039
H: -2.0247 3.3916 0.1527
H: -3.3234 2.2034 -1.2542
H: -2.5244 2.7572 -2.7593
H: -2.4284 0.2441 -1.7974
H: -0.6223 -0.3545 -3.1465
H: -0.8280 1.7282 -4.6308
H: 0.8262 1.1747 -4.2913
H: 1.2133 3.3325 -3.8076
H: -0.4448 3.7620 -3.3748
H: 0.1643 -2.5258 0.5578
H: -0.9707 -2.6770 1.9415
H: 0.0827 -1.2208 1.7314
P: 0.6792 1.0255 1.3423
P: -1.9042 -1.2939 0.3042
C: -1.1343 1.2808 1.4929
C: -2.0935 0.3801 1.0579
C: 1.3110 1.1474 2.9746
C: 0.8353 2.1775 3.8072
C: 1.4549 2.3785 5.0321
C: 2.5001 1.5362 5.4378
C: 2.9388 0.4838 4.6133
C: 2.3678 0.2961 3.3628
C: 2.4101 1.7410 0.4667
C: 2.8597 1.1562 -0.7224
C: 4.0155 1.6343 -1.3524
C: 4.6872 2.7291 -0.8068
C: 4.2070 3.3566 0.3377
C: 3.0589 2.8678 0.9692
C: -3.2792 -2.2370 1.0009
C: -3.5236 -2.0141 2.3724
C: -4.3427 -2.8790 3.1035
C: -4.9520 -3.9688 2.4770
C: -4.7192 -4.1791 1.1177
C: -3.8729 -3.3457 0.3906
C: -1.8857 -2.0174 -1.4694
C: -0.7482 -2.6172 -2.0366
C: -0.6974 -2.9718 -3.3894
C: -1.8316 -2.8595 -4.1857
C: -3.0232 -2.4234 -3.6020
C: -3.0625 -2.0375 -2.2619
H: -1.4371 2.1959 2.0222
H: -3.1274 0.6685 1.2888
H: 0.0081 2.7939 3.4626
H: 1.1155 3.1921 5.6753
H: 2.9727 1.6853 6.4094
H: 3.7290 -0.1903 4.9478
H: 2.7173 -0.4684 2.6613
H: 2.1844 0.4683 -1.2830
H: 4.3869 1.1312 -2.2469
H: 5.6180 3.0654 -1.2582
H: 4.7573 4.1825 0.7767
H: 2.7140 3.3453 1.8846
H: -3.0472 -1.1847 2.8988
H: -4.4825 -2.6923 4.1719
H: -5.5951 -4.6395 3.0496
H: -5.2008 -5.0116 0.6165
H: -3.6894 -3.5985 -0.6494
H: 0.1462 -2.7961 -1.4466
H: 0.2406 -3.3141 -3.8341
H: -1.7889 -3.1033 -5.2487
H: -3.9235 -2.3736 -4.2124
H: -4.0243 -1.7370 -1.8239
C: 3.7985 -3.4117 0.3818
S: 3.6364 -1.7381 -0.2434
O: 4.7484 -0.9573 0.3726
O: 3.6636 -1.8014 -1.7103
O: 2.3234 -1.3173 0.2780
H: 4.7996 -3.5626 0.7857
H: 3.6175 -4.1077 -0.4398
H: 3.0591 -3.5446 1.1754

Cartesian forces, eV/Å:
Os 0.760 -4.918 3.653
C 0.407 3.384 -0.364
C 0.512 1.813 -0.146
C -0.074 0.611 0.088
C -0.981 0.757 -0.254
C -1.445 0.698 -0.775
C -0.504 -0.618 -1.420
C 0.346 1.099 -1.092
C 0.405 0.594 -0.587
C 1.070 -0.934 0.865
H -0.091 -0.240 0.213
H -0.208 0.457 -0.467
H -0.196 -0.039 0.257
H -0.106 0.149 -0.486
H 0.485 -0.051 -0.605
H -0.011 -0.020 0.601
H 0.324 -0.524 0.376
H -0.085 -0.642 -0.228
H 0.096 0.091 -0.456
H -0.365 -0.189 -0.012
H -0.686 -0.140 0.190
H 0.116 -0.454 0.070
H -0.140 0.187 0.165
H 0.393 0.505 -0.519
H -0.416 -0.501 -0.277
P 2.091 -0.410 -0.971
P -0.698 -2.132 -0.186
C -0.495 -0.746 -0.498
C 0.878 1.584 -0.038
C -0.063 -0.115 0.610
C 0.194 -0.499 0.051
C 0.007 0.095 0.153
C -0.087 -0.248 -0.273
C -0.077 0.115 0.148
C -0.066 0.298 -0.131
C -0.533 0.244 -0.062
C -0.529 0.708 -0.357
C -0.313 -0.141 0.156
C 0.176 -0.399 0.002
C -0.253 -0.359 0.052
C -0.002 0.010 0.515
C -0.336 0.126 0.853
C -0.341 -0.287 0.035
C 0.219 0.294 -0.006
C 0.171 0.273 -0.149
C -0.123 -0.009 0.307
C -0.101 -0.079 -0.089
C -0.186 0.046 -0.352
C 0.448 0.531 0.446
C -0.192 -0.183 -0.055
C 0.120 0.205 0.190
C -0.018 -0.057 0.174
C -0.020 0.689 0.252
H -0.289 -0.495 -0.245
H 0.212 -0.232 -0.352
H 0.205 0.073 0.315
H 0.169 -0.268 -0.141
H -0.152 -0.006 -0.287
H -0.200 0.291 -0.074
H -0.017 0.234 0.324
H 1.165 -0.475 0.287
H -0.181 0.179 0.239
H -0.231 -0.009 0.028
H -0.184 -0.019 -0.073
H 0.065 -0.107 -0.110
H -0.111 -0.176 -0.123
H -0.027 -0.104 -0.414
H 0.204 0.199 -0.241
H 0.115 0.052 0.027
H -0.002 0.066 0.323
H 0.030 0.341 -0.077
H -0.307 -0.038 0.356
H -0.047 0.040 0.355
H 0.110 -0.044 0.281
H 0.454 0.119 -0.304
C 0.001 -0.098 -0.046
S 2.587 -0.614 -0.361
O -1.838 -0.831 -0.770
O -0.244 0.451 1.186
O -1.044 0.628 0.485
H -0.071 0.109 -0.145
H -0.014 0.109 0.134
H 0.159 -0.007 -0.144

Computed properties:
2S+1 = 5
highest occupied orbital energy (alpha / beta) = -12.783 / -13.192 eV
E = -75978.2443 eV
<S²> = 6.03
charge = +2
HOMO-LUMO gap (alpha / beta) = 5.57 / 3.62 eV
energy above the lowest of the compared OMol25 structures with the same formula, charge and spin = 0.0 kcal/mol